The following is a quantum chemistry calculation of 2 unconnected molecules or ions with the total composition C3H10S3 at a distorted geometry, from the OMol25 dataset.

```
16
Properties=species:S:1:pos:R:3:mulliken_charge:R:1
C -0.76 -0.75 -1.65 -0.629
S -1.25 0.96 -1.41 -0.066
C 0.42 1.72 -1.40 -0.580
H -0.37 -0.96 -2.64 0.326
H 0.00 -0.99 -0.91 0.014
H -1.62 -1.38 -1.45 0.319
H 0.23 2.54 -0.71 0.256
H 0.74 2.09 -2.37 0.325
H 1.17 1.05 -0.98 0.041
C -0.74 -0.59 2.34 -0.585
S 0.83 0.32 2.17 -0.049
S 2.06 -1.24 1.58 -0.223
H -1.46 0.19 2.59 0.261
H -0.96 -0.96 1.33 0.099
H -0.82 -1.42 3.04 0.358
H 2.53 -0.60 0.47 0.132
```

E_tot, eV: -35778.5195
Structure (SMILES): CSC.CSS
LUMO energy, eV: 0.495
Molecular weight, g/mol: 142.314
Frontier orbital gap, Ha: 0.330
ΔE to the lowest compared entry with this formula, charge and spin, kcal per mole: 7.38

The following is a quantum chemistry calculation of a molecular structure, C24H74AsF6N4O15 at a distorted geometry, from the OMol25 dataset.

```
124
Properties=species:S:1:pos:R:3:mulliken_charge:R:1
As -0.67 -0.07 0.40 2.503
F -1.31 -1.69 0.40 -0.194
F -1.61 0.27 1.81 -0.538
F 0.04 1.51 0.27 -0.168
F 0.19 -0.52 -1.06 -0.551
F -2.05 0.43 -0.55 -0.156
F 0.67 -0.52 1.39 -0.466
C -2.36 4.56 -0.16 -1.241
C -0.92 4.98 0.11 0.289
C -0.55 4.80 1.58 -0.515
O 0.81 4.90 1.78 -0.182
C 1.23 4.51 3.06 -0.306
N -0.07 4.21 -0.80 -0.662
H -2.57 4.54 -1.22 0.260
H -3.05 5.26 0.33 0.472
H -2.52 3.57 0.27 0.062
H -0.81 6.05 -0.10 0.355
H -0.90 3.82 1.94 0.059
H -1.06 5.59 2.16 0.425
H 0.90 3.50 3.30 -0.086
H 0.79 5.20 3.80 0.331
H 2.31 4.60 3.17 0.242
H -0.20 3.23 -0.56 0.165
H 0.92 4.44 -0.71 0.343
C -2.25 -3.14 -2.60 -0.778
C -2.39 -2.13 -3.69 1.108
C -2.98 -2.71 -4.97 -0.924
O -1.93 -3.45 -5.59 -0.291
C -2.42 -4.46 -6.40 -0.813
N -3.22 -0.98 -3.24 -0.644
H -1.62 -4.00 -2.84 0.466
H -3.25 -3.47 -2.29 0.334
H -1.75 -2.74 -1.71 -0.473
H -1.42 -1.70 -3.98 -0.010
H -3.29 -1.92 -5.66 0.366
H -3.82 -3.37 -4.73 0.349
H -1.60 -5.06 -6.80 0.254
H -2.99 -4.09 -7.26 0.302
H -3.04 -5.18 -5.84 0.330
H -3.09 -0.27 -3.96 0.343
H -2.79 -0.63 -2.39 -0.177
C 5.17 3.95 -1.25 -1.638
C 3.68 3.70 -1.08 0.595
C 3.40 2.49 -0.18 0.206
O 3.83 2.87 1.15 -0.486
C 4.11 1.76 1.95 -0.517
N 3.00 4.91 -0.52 -0.681
H 5.62 4.14 -0.26 0.325
H 5.34 4.88 -1.80 0.432
H 5.74 3.19 -1.78 0.352
H 3.20 3.53 -2.05 0.140
H 3.97 1.64 -0.56 0.480
H 2.32 2.35 -0.07 -0.474
H 4.40 2.11 2.95 0.367
H 4.90 1.12 1.57 0.305
H 3.20 1.16 2.07 -0.043
H 3.01 4.74 0.49 0.100
H 3.66 5.69 -0.57 0.332
C -1.33 -4.00 3.48 -1.268
C 0.16 -4.21 3.34 0.158
C 0.62 -4.34 1.89 0.323
O 0.12 -5.54 1.33 -0.426
C 0.43 -5.65 -0.02 -0.372
N 0.84 -3.10 4.05 -0.644
H -1.58 -3.86 4.54 0.446
H -1.95 -4.80 3.09 0.350
H -1.68 -3.09 2.99 -0.022
H 0.43 -5.12 3.90 0.380
H 1.72 -4.30 1.87 0.357
H 0.15 -3.51 1.34 -0.355
H 0.04 -6.59 -0.41 0.267
H 1.50 -5.65 -0.29 0.305
H 0.01 -4.80 -0.59 -0.029
H 1.84 -3.12 3.84 0.262
H 0.54 -2.25 3.57 0.087
C 2.36 0.48 -3.54 0.170
C 1.07 1.19 -3.95 0.214
O 0.82 1.03 -5.37 -0.554
O 3.51 1.28 -3.94 -0.536
H 2.55 -0.48 -4.03 0.258
H 2.42 0.36 -2.46 -0.232
H 1.21 2.27 -3.83 0.268
H 0.21 0.78 -3.43 -0.177
H 1.54 1.42 -5.87 0.310
H 3.46 1.42 -4.89 0.267
C -4.89 -1.83 0.22 0.628
C -4.23 -2.65 1.33 -0.601
O -3.32 -3.57 0.76 -0.584
O -5.62 -2.71 -0.63 -0.629
H -4.07 -1.34 -0.31 -0.499
H -5.54 -1.02 0.56 0.414
H -5.01 -3.21 1.85 0.438
H -3.66 -2.00 2.00 0.045
H -2.56 -3.07 0.43 0.139
H -5.56 -2.33 -1.52 0.335
C 3.41 -1.82 0.18 2.028
C 4.87 -2.07 0.45 -0.857
O 5.19 -1.76 1.81 -0.525
O 3.01 -2.34 -1.09 -0.704
H 3.15 -0.76 0.24 -0.502
H 2.75 -2.27 0.94 -0.742
H 5.57 -1.54 -0.19 0.317
H 5.04 -3.15 0.33 0.390
H 4.88 -2.49 2.35 0.290
H 2.06 -2.19 -1.17 0.322
C 1.42 0.62 4.86 -0.382
C 0.03 1.11 4.61 0.333
O -0.25 2.18 5.50 -0.592
O 1.58 0.07 6.16 -0.593
H 2.12 1.47 4.77 0.360
H 1.78 -0.08 4.11 0.078
H -0.73 0.32 4.64 0.312
H -0.07 1.49 3.59 -0.271
H -1.14 2.51 5.34 0.319
H 1.50 0.78 6.80 0.353
O -4.97 1.72 -0.67 -0.682
H -4.62 0.91 -1.07 0.293
H -4.59 1.75 0.24 0.341
O -2.37 2.07 -2.98 -0.570
H -3.19 2.58 -2.91 0.266
H -2.20 1.74 -2.09 0.048
O -4.32 1.67 2.03 -0.587
H -3.86 0.96 2.52 0.238
H -4.51 2.35 2.69 0.248
```

E_tot, eV: -139908.0379
LUMO energy, eV: 1.918
Molecular weight, g/mol: 847.779
Frontier orbital gap, Ha: 0.301
Charge: -1

Which formula does entry 1 have? C3H10S3

What is the E_tot in the second record? -139908.0379 eV

What is the formula in the first record? C3H10S3

The lowest frontier orbital gap belongs to which entry? C24H74AsF6N4O15